Here is 3 unconnected molecules or ions with the total composition C4H16N3O2 from the Open Molecules 2025 dataset. Energies are from ωB97M-V/def2-TZVPD.

Summary:
* energy above the lowest of the compared OMol25 structures with the same formula, charge and spin: 225.5 kJ/mol
* net charge: +1
* HOMO-LUMO gap: 9.22 eV
* LUMO energy: -0.1099 Ha

Geometry (Å):
C: 2.0021 0.2276 1.2900
C: 1.9954 0.2843 -0.2153
C: 0.6714 0.5908 -0.8747
C: 0.4674 1.7551 -1.5301
N: -0.7112 2.2151 -2.1921
N: -0.4421 -0.3531 -0.8106
N: 0.9860 -0.8357 1.5824
H: 1.7432 1.1631 1.8106
H: 3.0569 -0.1133 1.6635
H: 2.7880 0.9794 -0.7527
H: 2.4024 -0.7412 -0.5662
H: 1.3481 2.3832 -1.5503
H: -0.6766 3.1147 -2.2383
H: -1.4935 1.6347 -1.8519
H: -0.5888 -0.9440 -1.7119
H: -1.3376 0.1915 -0.5975
H: 1.3003 -1.7563 1.2918
H: 0.7492 -0.9827 2.6156
H: -0.4180 -1.0751 0.0735
H: -2.5438 0.9388 1.3244
H: -2.6165 -0.6089 0.6683
O: -2.6980 0.3606 0.4184
H: -2.5941 -2.9721 0.3510
H: -1.5629 -2.8736 1.3136
O: -1.8273 -2.5830 0.4887

Here is C6H11NO2 in the gas phase from the Open Molecules 2025 dataset. Energies are from ωB97M-V/def2-TZVPD.

Summary:
* energy above the lowest of the compared OMol25 structures with the same formula, charge and spin: 275.7 kJ/mol
* HOMO-LUMO gap: 10.19 eV
* LUMO energy: 0.0237 Ha
* SMILES: [H]/N=C(/CO)CC(=C)CO

Geometry (Å):
H: 1.2749 -0.3168 2.5738
N: 0.6570 0.4474 2.3044
C: 0.6034 0.6686 1.0520
C: 0.0318 1.9907 0.5711
O: -0.2224 2.0569 -0.8042
C: 1.3455 -0.1394 -0.0131
C: 0.3372 -1.0136 -0.6785
C: 0.4422 -1.6397 -1.8322
C: -1.0747 -1.0597 0.1487
O: -1.9542 -0.1484 -0.5103
H: -0.8594 2.2151 1.1717
H: 0.7789 2.7640 0.7784
H: -0.8748 1.3701 -1.0176
H: 2.0998 -0.7657 0.4739
H: 1.8034 0.5287 -0.7433
H: -0.3911 -2.1812 -2.2543
H: 1.3504 -1.5968 -2.4133
H: -1.4210 -2.0894 -0.0067
H: -1.1366 -0.9652 1.2365
H: -2.7904 -0.1258 -0.0369

Here is a molecular structure, C14H24O8 from the Open Molecules 2025 dataset. Energies are from ωB97M-V/def2-TZVPD.

Summary:
* HOMO-LUMO gap: 7.85 eV
* LUMO energy: -0.0026 Ha

Geometry (Å):
C: 0.1357 -2.9211 2.4967
C: -0.2621 -1.5432 2.0284
C: -1.7232 -1.4351 1.4769
O: -2.0795 -0.1175 1.8933
C: -1.3252 0.2632 2.9273
O: -1.5547 1.3010 3.5882
O: -0.4433 -0.6864 3.2128
H: -0.2260 -3.5969 1.7218
H: -0.2352 -3.2654 3.4621
H: 1.2106 -3.0995 2.5277
H: 0.4885 -1.0636 1.4002
H: -2.2655 -2.3497 1.7163
H: -1.6144 -1.4057 0.3927
C: 0.8716 2.1119 -2.4892
C: 0.0009 1.1802 -1.6431
C: -0.0139 -0.3525 -1.7462
O: 0.1331 -0.7751 -0.3992
C: 0.4085 0.2292 0.4037
O: 0.7870 0.1471 1.5940
O: 0.4972 1.3583 -0.3486
H: 0.6943 2.0406 -3.5623
H: 1.9075 1.9311 -2.2022
H: 0.5517 3.1388 -2.3124
H: -1.0150 1.5753 -1.6506
H: 0.7938 -0.7906 -2.3325
H: -1.0080 -0.6696 -2.0616
C: -2.3323 0.5797 -4.6714
C: -2.6714 0.7467 -3.1890
O: -2.2746 -0.1100 -2.3612
C: -3.6285 1.7893 -2.7722
H: -3.3451 0.4663 -5.0579
H: -1.7220 -0.3124 -4.8118
H: -1.8355 1.4405 -5.1189
H: -3.6500 1.8915 -1.6872
H: -4.6629 1.5805 -3.0450
H: -3.3421 2.7180 -3.2657
C: 2.3078 -0.6916 2.5667
C: 3.6901 -0.4997 2.0609
O: 4.0755 -1.2523 1.2165
C: 4.5388 0.4983 2.7945
H: 1.6730 -0.0111 1.9992
H: 2.2232 -0.4732 3.6312
H: 1.9727 -1.7284 2.5370
H: 4.3029 1.5518 2.6438
H: 5.5818 0.2711 2.5743
H: 4.3842 0.3405 3.8618

Here is 2 unconnected molecules or ions with the total composition C13H19N3O2 from the Open Molecules 2025 dataset. Energies are from ωB97M-V/def2-TZVPD.

Summary:
* energy above the lowest of the compared OMol25 structures with the same formula, charge and spin: 1314.0 kJ/mol
* HOMO-LUMO gap: 7.02 eV
* LUMO energy: -0.0475 Ha
* SMILES: CNCc1cc(O)cc2nccnc12.CC(C)O

Geometry (Å):
C: -3.4728 0.6467 -1.5020
N: -2.9190 1.1147 -2.8295
C: -2.1145 2.3887 -2.7208
C: -0.8118 2.3145 -1.7285
C: -0.5015 3.7045 -0.8492
C: 0.8102 3.7515 0.1325
O: 1.0353 5.0214 0.8795
C: 1.7648 2.4254 0.2561
C: 1.4864 1.0086 -0.5865
N: 2.4632 -0.1056 -0.3370
C: 2.0400 -1.2808 -1.1749
C: 0.7855 -1.3598 -2.2090
N: -0.1417 -0.1992 -2.4272
C: 0.2030 0.9968 -1.5853
H: -2.6319 0.3407 -0.7356
H: -4.1996 1.4287 -1.0210
H: -4.0860 -0.3490 -1.7335
H: -3.6528 1.1568 -3.5733
H: -1.8589 2.7735 -3.8173
H: -2.8413 3.2156 -2.2658
H: -1.1895 4.6479 -0.9503
H: 1.5055 5.6043 0.1986
H: 2.6993 2.4572 0.9983
H: 2.6984 -2.2704 -1.0616
H: 0.5748 -2.3636 -2.8000
C: 2.1591 -2.6635 3.2979
C: 0.6614 -2.8890 3.1655
C: 0.3580 -4.1086 2.3100
O: 0.0607 -1.7382 2.5773
H: 2.6169 -2.4869 2.3180
H: 2.3623 -1.7754 3.9059
H: 2.6486 -3.5253 3.7619
H: 0.2192 -3.0175 4.1596
H: 0.7519 -3.9832 1.2952
H: -0.7237 -4.2514 2.2133
H: 0.7934 -5.0138 2.7444
H: 0.4472 -1.6163 1.6942

Here is a molecular structure, C32H37CaClN2Si2 from the Open Molecules 2025 dataset. Energies are from ωB97M-V/def2-TZVPD.

Summary:
* HOMO-LUMO gap (alpha / beta): 6.09 / 5.92 eV
* LUMO energy (alpha / beta): -0.0284 / -0.0317 Ha

Geometry (Å):
C: 3.7220 -0.0792 2.8508
C: 2.8792 0.9939 2.4537
C: 1.8951 1.1835 3.4639
H: 3.0156 1.6134 1.5672
C: 2.1258 0.2224 4.4875
C: 3.2569 -0.5523 4.1141
H: 3.7456 -1.3085 4.7297
H: 4.6288 -0.4104 2.3403
H: 1.1375 1.9671 3.4896
H: 1.5590 0.1230 5.4136
Ca: 1.0482 -1.1916 2.3128
Si: 1.2149 -0.7171 -2.6621
C: 0.9989 0.6682 -3.8751
C: -0.0251 0.6178 -4.8316
H: -0.6994 -0.2427 -4.8555
C: -0.1948 1.6719 -5.7315
H: -1.0049 1.6300 -6.4595
C: 0.6474 2.7863 -5.6861
H: 0.5108 3.6066 -6.3944
C: 1.6673 2.8409 -4.7304
H: 2.3302 3.7066 -4.6864
C: 1.8509 1.7842 -3.8326
H: 2.6614 1.8200 -3.0988
C: 0.4140 -0.2881 -1.0183
C: 0.8041 0.8467 -0.3135
H: 1.6557 1.4399 -0.6598
C: 0.0420 1.2727 0.8107
H: 0.1631 2.2862 1.2029
C: -0.6059 0.2801 1.6435
H: -0.9172 0.4597 2.6766
C: -0.9589 -0.9783 0.9411
H: -1.5207 -1.7633 1.4522
C: -0.7045 -1.0135 -0.4764
H: -1.1949 -1.7671 -1.0970
H: 2.6607 -0.8405 -2.3695
Si: -1.7562 0.5613 0.2956
C: -3.4346 0.7797 1.1735
C: -4.2734 1.8448 0.8350
H: -3.9756 2.5448 0.0529
C: -5.5003 2.0218 1.4838
H: -6.1461 2.8551 1.2072
C: -5.8962 1.1283 2.4870
H: -6.8540 1.2607 2.9941
C: -5.0518 0.0706 2.8404
H: -5.3493 -0.6277 3.6228
C: -3.8167 -0.0920 2.2009
H: -3.1613 -0.8993 2.5327
C: -2.1349 1.4217 -1.3659
C: -1.5306 2.6202 -1.7499
H: -0.7949 3.1148 -1.1125
C: -1.8668 3.2114 -2.9684
H: -1.3728 4.1350 -3.2742
C: -2.8150 2.6143 -3.8034
H: -3.0844 3.0875 -4.7483
C: -3.3863 1.3924 -3.4412
H: -4.1026 0.9042 -4.1026
C: -3.0308 0.7907 -2.2296
H: -3.4758 -0.1717 -1.9623
H: 0.7772 -1.8826 -3.2575
Cl: -0.7305 -1.9081 3.9798
N: 1.9980 -3.4029 3.1932
C: 3.3654 -3.8811 2.9101
C: 3.5692 -4.3050 1.4543
C: 2.7078 -3.6216 0.3920
N: 2.6798 -2.1447 0.5245
H: 1.3107 -4.1164 2.9407
H: 1.8485 -3.2368 4.1917
H: 4.0646 -3.0751 3.1695
H: 3.6100 -4.7329 3.5651
H: 4.6283 -4.1569 1.2030
H: 3.3833 -5.3845 1.3840
H: 3.0872 -3.8950 -0.6045
H: 1.6753 -3.9882 0.4507
H: 2.4067 -1.7087 -0.3630
H: 3.6198 -1.7965 0.7269

Here is 2 unconnected molecules or ions with the total composition C3H6NO3P from the Open Molecules 2025 dataset. Energies are from ωB97M-V/def2-TZVPD.

Summary:
* energy above the lowest of the compared OMol25 structures with the same formula, charge and spin: 330.0 kJ/mol
* net charge: -2
* HOMO-LUMO gap (alpha / beta): 6.02 / 5.31 eV
* LUMO energy (alpha / beta): 0.2494 / 0.2438 Ha

Geometry (Å):
C: 0.5842 1.0610 -0.3546
C: -1.6907 -1.9592 0.2723
C: -0.5258 -1.6443 1.1633
N: -0.2448 1.1995 -1.2059
O: 1.7290 3.1632 -1.4549
O: 2.2004 2.8646 1.0686
O: 3.2268 1.2561 -0.7156
P: 2.1835 2.2607 -0.3120
H: -2.0764 -1.1009 -0.2306
H: -2.6286 -2.3396 0.7272
H: -1.3984 -2.7462 -0.5235
H: -0.0084 -2.5965 1.4055
H: -0.9624 -1.3580 2.1535
H: -0.3885 1.9398 -1.9934

Here is a molecular structure, C19H17CoN5O2STe from the Open Molecules 2025 dataset. Energies are from ωB97M-V/def2-TZVPD.

Summary:
* energy above the lowest of the compared OMol25 structures with the same formula, charge and spin: 89.0 kJ/mol
* net charge: +1
* HOMO-LUMO gap (alpha / beta): 6.94 / 6.95 eV
* LUMO energy (alpha / beta): -0.1756 / -0.1753 Ha

Geometry (Å):
Co: -0.1089 -0.6325 0.4557
N: -3.3433 2.0119 -0.1865
C: -2.2311 1.2751 -0.1705
S: -1.9960 0.1774 1.2008
N: -1.3757 1.3953 -1.1475
N: -0.2677 0.6346 -0.9366
C: 0.7409 0.7630 -1.7136
C: 1.8986 -0.0706 -1.3801
C: 3.0474 -0.1541 -2.1324
C: 4.0838 -0.9611 -1.6700
C: 3.9364 -1.6333 -0.4740
C: 2.7431 -1.5088 0.2282
N: 1.7479 -0.7520 -0.2220
H: -3.9846 1.9977 0.5855
H: -3.4566 2.7071 -0.9063
H: 0.7318 1.4724 -2.5331
H: 3.1376 0.4044 -3.0541
H: 4.9970 -1.0525 -2.2423
H: 4.7212 -2.2624 -0.0800
H: 2.5659 -2.0204 1.1645
Te: -1.7457 -2.2135 -0.6025
C: -3.6024 -1.5223 -1.3572
C: -3.7777 -1.8273 -2.7040
C: -4.9728 -1.5143 -3.3372
C: -5.9900 -0.8994 -2.6238
C: -5.8140 -0.6024 -1.2771
C: -4.6222 -0.9075 -0.6410
C: -2.5589 -3.4450 0.8941
C: -2.2701 -4.7967 0.7482
C: -2.7954 -5.7024 1.6566
C: -3.5918 -5.2542 2.7022
C: -3.8673 -3.9010 2.8396
C: -3.3531 -2.9863 1.9314
H: -2.9887 -2.3126 -3.2682
H: -5.1057 -1.7558 -4.3831
H: -6.9239 -0.6568 -3.1127
H: -6.6152 -0.1366 -0.7181
H: -4.5041 -0.6909 0.4112
H: -1.6300 -5.1469 -0.0523
H: -2.5736 -6.7555 1.5501
H: -3.9951 -5.9611 3.4148
H: -4.4807 -3.5512 3.6591
H: -3.5690 -1.9339 2.0542
O: 1.1473 -3.8745 1.2923
N: 0.2500 -3.1163 1.0860
O: 0.2440 -1.9819 1.7616

Here is 2 unconnected molecules or ions with the total composition C3H4BrO3 from the Open Molecules 2025 dataset. Energies are from ωB97M-V/def2-TZVPD.

Summary:
* energy above the lowest of the compared OMol25 structures with the same formula, charge and spin: 253.0 kJ/mol
* net charge: -1
* HOMO-LUMO gap: 6.79 eV
* LUMO energy: 0.1339 Ha

Geometry (Å):
C: -1.3605 0.0450 1.5315
C: 0.4868 -0.5556 -1.5108
C: 0.5541 0.2894 0.6589
O: -1.2144 0.3589 2.6547
O: -2.1321 -0.3802 0.7509
O: 1.2238 -0.4484 -0.2722
Br: 0.5447 2.2409 0.1564
H: 1.1224 -0.9376 -2.2157
H: 0.0619 0.3497 -1.7818
H: -0.4428 -1.1818 -1.5094
H: 1.1561 0.2197 1.5376

Here is 8 unconnected molecules or ions with the total composition C32H72BFN9O9 from the Open Molecules 2025 dataset. Energies are from ωB97M-V/def2-TZVPD.

Summary:
* 2S+1: 2
* HOMO-LUMO gap (alpha / beta): 7.96 / 9.43 eV
* LUMO energy (alpha / beta): 0.0188 / 0.0188 Ha

Geometry (Å):
C: 3.1119 1.0414 0.1969
C: 2.8425 2.5254 0.4369
C: 3.8677 3.0253 1.4683
C: 1.4183 2.7915 0.9901
C: 0.2424 3.0279 -0.0070
C: -0.6361 1.7732 -0.3267
C: -0.3258 0.4778 0.3786
F: -0.6547 0.5986 1.7504
B: -0.7273 4.0485 0.7563
N: -1.4743 3.6061 1.8924
O: -0.8778 5.3879 0.3903
C: 0.7715 3.6488 -1.3215
C: 2.1420 4.3331 -1.2313
C: 2.2232 5.5162 -0.2591
C: 2.5329 4.8389 -2.6205
N: 3.0945 3.2640 -0.8408
O: 3.6230 2.6036 -1.7981
H: 4.1606 0.8788 -0.0422
H: 2.5232 0.6406 -0.6271
H: 2.8755 0.4976 1.1137
H: 3.6686 4.0593 1.7426
H: 4.8656 2.9446 1.0345
H: 3.8171 2.4215 2.3762
H: 1.4928 3.6706 1.6283
H: 1.1938 1.9753 1.6772
H: -1.6834 1.9651 -0.0732
H: -0.6443 1.5703 -1.4012
H: -0.9590 -0.3111 -0.0259
H: 0.7160 0.1700 0.3298
H: -1.1820 2.7250 2.3005
H: -1.6317 4.3057 2.6060
H: -1.4097 5.5377 -0.3911
H: 0.0498 4.3558 -1.7394
H: 0.9027 2.8593 -2.0694
H: 1.7066 6.3714 -0.6906
H: 3.2722 5.7907 -0.1240
H: 1.8049 5.3277 0.7247
H: 3.5932 5.0872 -2.6576
H: 1.9589 5.7405 -2.8390
H: 2.3258 4.1013 -3.3925
C: -3.1543 -1.7868 -1.6400
O: -2.9868 -0.8448 -0.8753
N: -3.2519 -3.0553 -1.2310
C: -3.5307 -4.1658 -2.1273
C: -3.1001 -3.3303 0.1884
H: -3.2485 -1.6617 -2.7299
H: -4.4549 -4.6468 -1.8085
H: -2.7051 -4.8741 -2.1193
H: -3.6617 -3.7940 -3.1420
H: -3.8539 -2.8007 0.7747
H: -2.1189 -3.0082 0.5423
H: -3.2095 -4.4008 0.3472
C: 0.1480 -5.8331 -2.1146
O: -0.4014 -5.0175 -2.8336
N: 0.9064 -5.5043 -1.0526
C: 1.5462 -6.5016 -0.2222
C: 1.0893 -4.0948 -0.7491
H: 0.0687 -6.9192 -2.2805
H: 1.2008 -6.4290 0.8111
H: 2.6314 -6.3826 -0.2356
H: 1.3038 -7.4935 -0.5994
H: 0.1291 -3.6143 -0.5562
H: 1.5580 -3.5790 -1.5876
H: 1.7224 -4.0023 0.1303
C: 2.4196 4.6524 4.7407
O: 2.1562 4.8629 3.5711
N: 1.7811 3.7587 5.5187
C: 2.1510 3.5409 6.9010
C: 0.6953 2.9847 4.9435
H: 3.2324 5.1807 5.2657
H: 2.4652 2.5078 7.0615
H: 1.3142 3.7586 7.5678
H: 2.9797 4.1971 7.1606
H: 1.0432 2.4011 4.0904
H: -0.1018 3.6442 4.5985
H: 0.3006 2.3117 5.7010
C: -6.2869 -0.1619 2.1986
O: -6.1399 -1.3726 2.2408
N: -5.2912 0.7301 2.0775
C: -5.5385 2.1520 1.9883
C: -3.9180 0.2476 2.0045
H: -7.2838 0.3103 2.2459
H: -5.1642 2.5512 1.0436
H: -5.0450 2.6859 2.8032
H: -6.6099 2.3398 2.0471
H: -3.8136 -0.4410 1.1699
H: -3.6451 -0.2695 2.9259
H: -3.2527 1.0944 1.8541
C: 1.3881 -4.7637 -7.3953
O: 1.7572 -5.6908 -6.7009
N: 0.3791 -3.9270 -7.0835
C: -0.0105 -2.8407 -7.9523
C: -0.3306 -4.1323 -5.8283
H: 1.8623 -4.5248 -8.3635
H: 0.0961 -1.8776 -7.4477
H: -1.0492 -2.9484 -8.2736
H: 0.6246 -2.8374 -8.8370
H: 0.3464 -4.0605 -4.9820
H: -0.7866 -5.1211 -5.8012
H: -1.1050 -3.3734 -5.7363
C: 7.3292 1.1314 1.8574
O: 6.8842 0.8055 2.9406
N: 8.5146 1.7485 1.6758
C: 8.9932 2.1209 0.3626
C: 9.3219 2.0462 2.8449
H: 6.7877 0.9507 0.9132
H: 9.9396 1.6253 0.1351
H: 9.1406 3.2006 0.2910
H: 8.2597 1.8247 -0.3854
H: 9.5747 1.1315 3.3820
H: 8.7796 2.6968 3.5318
H: 10.2360 2.5413 2.5251
C: -7.3802 -5.5350 -0.8071
O: -6.5233 -5.6403 -1.6667
N: -7.7024 -4.3768 -0.2018
C: -8.7153 -4.2973 0.8285
C: -6.9834 -3.1712 -0.5817
H: -7.9564 -6.3978 -0.4342
H: -9.5202 -3.6216 0.5318
H: -8.2870 -3.9374 1.7659
H: -9.1389 -5.2865 0.9952
H: -7.1235 -2.9594 -1.6426
H: -5.9150 -3.2834 -0.3961
H: -7.3527 -2.3388 0.0119

Here is a gas-phase ion, C5H13NOP (charge +1) from the Open Molecules 2025 dataset. Energies are from ωB97M-V/def2-TZVPD.

Summary:
* energy above the lowest of the compared OMol25 structures with the same formula, charge and spin: 117.5 kJ/mol
* net charge: +1
* HOMO-LUMO gap: 10.64 eV
* LUMO energy: -0.1465 Ha
* SMILES: C=[N+]=[P@](C)(CC)OC

Geometry (Å):
C: 1.3390 -2.5449 0.9208
N: 0.5989 -1.5605 1.1475
P: -0.0874 -0.5524 0.0208
C: -0.9736 -1.5861 -1.6269
C: 0.9931 0.9202 -0.2875
C: 1.6749 1.4550 0.9634
O: -1.3553 -0.0050 0.7679
C: -1.8758 1.2968 0.5496
H: 1.6446 -3.1845 1.7905
H: 1.6465 -3.0503 -0.0242
H: -0.1187 -1.9228 -2.2624
H: -1.4878 -0.9441 -2.3247
H: -1.4224 -2.3981 -1.1396
H: 1.7479 0.6123 -1.0495
H: 0.3238 1.6953 -0.5579
H: 2.5574 1.6728 0.4837
H: 1.2669 2.4633 1.3791
H: 1.8331 0.7510 1.8776
H: -2.9408 1.2078 0.3311
H: -1.4026 1.5948 -0.3564
H: -1.5441 2.0056 1.2652

Here is C5H8BrFS in the gas phase from the Open Molecules 2025 dataset. Energies are from ωB97M-V/def2-TZVPD.

Summary:
* energy above the lowest of the compared OMol25 structures with the same formula, charge and spin: 1.2 kJ/mol
* HOMO-LUMO gap: 8.36 eV
* LUMO energy: -0.0236 Ha
* SMILES: C[C@@H](F)[C@@H](C)C(=S)Br

Geometry (Å):
C: -1.6114 1.0895 0.3808
C: -0.1855 0.7390 -0.2067
F: 0.5367 1.8270 -0.2201
C: 0.4897 -0.5511 0.4861
C: 1.7712 -0.8755 -0.1378
C: 0.5506 -0.3502 1.9524
S: -0.5949 -0.8682 2.9991
Br: 1.8109 0.9681 2.5778
H: -1.6543 2.0557 1.0458
H: -1.9893 0.3073 1.0280
H: -2.1975 1.3012 -0.4308
H: -0.2183 0.4517 -1.3151
H: -0.2013 -1.3520 0.2552
H: 1.5637 -0.8729 -1.2002
H: 2.5474 -0.2086 0.0057
H: 2.2482 -1.7788 0.1296

Strongest force on any atom list, top to bottom, in hartree/bohr: 0.18377, 0.06242, 0.36587, 0.14783, 0.13465, 0.05915, 0.02275, 0.06110, 0.01779, 0.09137, 0.07201